Entry 1:
The following is a DFT calculation (ωB97M-V with the def2-TZVPD basis set) of an isolated molecule of C21H20N2O4S2.

Computed properties:
SMILES   CCS(=O)(=O)c1ccc(CC(=O)Nc2nc(-c3ccccc3)c(C(C)=O)s2)cc1
Energy   -2018.9588 Eh
2S+1   1
Kohn-Sham gap   0.30654 hartree
LUMO   -0.3 eV
Highest occupied orbital energy   -8.615 eV
Energy relative to the best compared isomer or geometry (same formula, charge and spin)   287.4 kJ/mol

Each line ends with the Mulliken charge.
Geometry (Å):
C -4.5267 4.5378 -4.5412  -1.12
C -5.6472 3.8579 -3.7165  -0.41
S -5.5297 4.4367 -1.9699  1.27
O -6.8485 4.2594 -1.3231  -0.73
O -5.1954 5.8390 -2.0949  -0.68
C -4.3370 3.4187 -1.0815  0.11
C -3.1166 3.9392 -0.7326  -0.76
C -2.1228 3.1755 -0.2549  -0.63
C -2.2938 1.7861 -0.1664  0.51
C -1.0995 0.8974 0.1749  -0.89
C -0.8923 0.4166 1.5765  0.72
O -1.2879 0.9827 2.5825  -0.64
N 0.0757 -0.5250 1.9592  -0.16
C 1.0822 -1.1897 1.2722  0.58
N 1.8992 -1.7729 2.1422  -0.53
C 2.7653 -2.6020 1.5069  -0.40
C 3.8829 -3.2577 2.3920  0.48
C 4.5917 -2.5290 3.3429  -0.12
C 5.4904 -3.1857 4.1221  -0.85
C 5.7123 -4.5640 3.9019  -0.25
C 5.0311 -5.2919 2.9361  -1.01
C 4.1602 -4.5388 2.1895  0.14
C 2.5479 -2.7294 0.0828  0.67
C 3.4019 -3.4095 -0.8437  0.10
C 4.7719 -2.7843 -1.2430  -0.99
O 3.1011 -4.4922 -1.3971  -0.55
S 1.1106 -1.7874 -0.3938  -0.20
C -3.5802 1.2933 -0.5599  -0.25
C -4.6647 2.0821 -0.9246  -0.84
H -4.9767 4.6163 -5.4245  0.43
H -3.5387 3.9875 -4.5994  0.26
H -4.1714 5.4154 -4.0578  0.33
H -5.4431 2.7294 -3.6398  0.28
H -6.5456 4.0751 -4.3091  0.44
H -3.0618 4.9949 -0.7810  0.53
H -1.2363 3.7022 0.0312  0.40
H -1.1989 -0.0414 -0.4198  0.39
H -0.3035 1.5029 -0.1533  0.51
H 0.3484 -0.4364 2.9485  0.27
H 4.5291 -1.4034 3.3596  0.30
H 6.1150 -2.8157 4.8596  0.45
H 6.5214 -5.0414 4.3653  0.40
H 5.2959 -6.3456 2.8887  0.39
H 3.5601 -5.0349 1.4071  0.36
H 4.5714 -1.7282 -1.5257  0.32
H 5.1231 -3.3826 -2.0680  0.32
H 5.4131 -2.9197 -0.3972  0.29
H -3.7840 0.2189 -0.5103  0.35
H -5.6993 1.6438 -0.9127  0.40

=====

Entry 2:
The following is a DFT calculation (ωB97M-V with the def2-TZVPD basis set) of a cluster of 2 separate species, C13H5F3N5O6S in total.

Computed properties:
Energy   -1921.0852 Eh
2S+1   1
Kohn-Sham gap   0.17438 hartree
LUMO   0.8 eV
Total charge   -1
Highest occupied orbital energy   -3.993 eV
Energy relative to the best compared isomer or geometry (same formula, charge and spin)   3.5 kJ/mol

Each line ends with the Mulliken charge.
Geometry (Å):
F 3.3318 -3.5861 1.5469  -0.28
C 3.1829 -2.5079 0.7112  0.84
F 4.4333 -2.1400 0.2907  -0.28
F 2.4989 -2.9495 -0.3958  -0.25
C 2.4406 -1.3780 1.3704  0.20
C 2.7497 -0.0537 1.0606  -0.33
C 2.0115 0.9816 1.6142  -0.75
C 0.8149 0.6809 2.3221  0.08
S -0.4589 1.7265 2.5168  -0.35
C 0.6973 -0.6397 2.8468  -0.67
C 1.4298 -1.6717 2.2894  -0.46
H 3.5862 0.1644 0.4021  0.36
H 2.2984 2.0066 1.4539  0.47
H -0.0527 -0.8361 3.6018  0.43
H 1.2207 -2.7008 2.5840  0.34
O -1.1031 -1.5169 -4.3114  -0.70
N -1.4837 -1.2772 -3.1863  0.80
C -1.3219 -0.2488 -2.2745  0.35
C -2.1129 -0.5649 -1.1406  0.55
N -2.7110 -1.7867 -1.2981  -0.53
O -2.3262 -2.1957 -2.5528  -0.18
C -2.2943 0.4360 -0.0810  -0.34
N -3.2119 0.2837 1.0327  0.98
O -3.4610 1.3065 1.7149  -0.56
O -3.7243 -0.8309 1.2826  -0.62
C -1.6451 1.6801 -0.1985  -0.83
C -0.8863 1.9311 -1.3486  0.38
N -0.5132 3.1848 -1.8408  0.82
O -0.4654 4.2914 -1.3307  -0.68
O -0.1349 2.9926 -3.1798  -0.17
N -0.2600 1.6750 -3.5496  -0.57
C -0.7204 1.0327 -2.4292  0.14
H -1.8085 2.5105 0.4764  0.82

=====

Entry 3:
The following is a DFT calculation (ωB97M-V with the def2-TZVPD basis set) of a structure of composition C4H5NO3.

Computed properties:
Energy   -435.7922 Eh
2S+1   1
Kohn-Sham gap   0.34008 hartree
LUMO   0.7 eV
Highest occupied orbital energy   -8.546 eV
Energy relative to the best compared isomer or geometry (same formula, charge and spin)   337.0 kJ/mol

Each line ends with the Mulliken charge.
Geometry (Å):
C -0.7375 1.7786 1.1511  -0.57
C 0.4881 0.3395 -0.1793  0.60
C 1.4816 -0.6464 -0.3218  -0.49
C -0.6495 -1.3143 -1.0936  0.46
H -0.7121 0.5935 1.8896  0.25
H -0.6516 2.5103 2.0401  0.29
H -1.6864 2.0057 0.6255  0.25
H 2.5451 -0.7956 -0.4263  0.33
H 1.1147 -2.4782 -1.1364  0.20
N 0.6828 -1.5985 -1.0395  -0.08
O 0.4815 1.6969 0.2496  -0.38
O -1.6894 -1.9999 -1.2088  -0.61
O -0.6674 -0.0914 -0.5501  -0.24

=====

Entry 4:
The following is a DFT calculation (ωB97M-V with the def2-TZVPD basis set) of an isolated molecule of C11H10Cl2Si.

Computed properties:
SMILES   Cl[Si](Cl)(c1ccccc1)C1C=CC=C1
Energy   -1635.0831 Eh
2S+1   1
Kohn-Sham gap   0.34771 hartree
LUMO   0.6 eV
Highest occupied orbital energy   -8.840 eV
Energy relative to the best compared isomer or geometry (same formula, charge and spin)   0.0 kJ/mol

Each line ends with the Mulliken charge.
Geometry (Å):
Cl 1.1374 -2.9545 -1.3374  -0.26
Si 1.0962 -0.9717 -1.3222  0.58
Cl 2.5332 -0.2342 -2.5281  -0.28
C 1.3814 -0.1888 0.3173  0.21
C 2.1964 0.9525 0.5367  -0.10
C 2.5859 1.3918 1.7823  -1.16
C 1.8914 0.8950 2.8759  0.06
C 0.9878 -0.1174 2.7708  -1.00
C 0.8609 -0.7104 1.4913  0.15
C -0.6490 -0.2252 -1.7575  0.50
C -1.6250 -0.6478 -0.6853  -0.45
C -2.7524 -1.0425 -1.2254  -0.82
C -2.5702 -0.8723 -2.6551  -0.23
C -1.3436 -0.4971 -3.0173  -0.93
H 2.5340 1.4801 -0.3450  0.31
H 3.1675 2.2283 1.8443  0.42
H 1.9534 1.1809 3.9290  0.29
H 0.5322 -0.4186 3.6988  0.36
H 0.1511 -1.5596 1.3399  0.48
H -0.4600 0.8112 -1.5520  0.27
H -1.1886 -0.6077 0.3343  0.57
H -3.7463 -1.1275 -0.6767  0.31
H -3.2280 -1.3960 -3.4246  0.29
H -1.1157 -0.4754 -4.0320  0.43

=====

Entry 5:
The following is a DFT calculation (ωB97M-V with the def2-TZVPD basis set) of a cluster of 11 separate species, C23H45N7O22 in total.

Computed properties:
SMILES   C[N+](=O)[O-].C[N+](=O)[O-].C[N+](=O)[O-].C[N+](=O)[O-].C[N+](=O)[O-].C[N+](=O)[O-].C[N+](=O)[O-].O=C1CCCO1.O=C1CCCO1.O=C1CCCO1.O=C1CCCO1
Energy   -2941.2209 Eh
2S+1   1
Kohn-Sham gap   0.34101 hartree
LUMO   -0.9 eV
Highest occupied orbital energy   -10.130 eV
Energy relative to the best compared isomer or geometry (same formula, charge and spin)   202.1 kJ/mol

Each line ends with the Mulliken charge.
Geometry (Å):
C 0.7783 -20.5395 -9.4709  -0.52
N 2.2738 -20.5275 -9.6025  1.04
O 2.6682 -21.3353 -10.3704  -0.57
O 3.0789 -19.8049 -9.0374  -0.64
H 0.4623 -21.5669 -9.2900  0.30
H 0.1712 -20.1896 -10.3058  0.12
H 0.6054 -19.8289 -8.6627  0.23
C -5.3770 -13.5731 -8.7832  -0.87
N -3.9165 -13.4271 -9.0573  0.60
O -3.5702 -12.4930 -9.7850  -0.35
O -3.2624 -14.3143 -8.5186  -0.36
H -5.5422 -14.5824 -9.1602  0.35
H -5.9143 -12.9052 -9.4565  0.32
H -5.4025 -13.4864 -7.6970  0.33
C 1.8025 -13.0660 -15.6490  -0.77
N 0.6108 -12.7100 -14.8718  0.80
O 0.7342 -12.7251 -13.6663  -0.41
O -0.5326 -12.6525 -15.4281  -0.53
H 1.5641 -13.9313 -16.2675  0.32
H 2.6444 -13.2060 -14.9711  0.28
H 1.9032 -12.1902 -16.2902  0.31
C 2.1828 -20.2411 -13.9604  -0.89
N 1.6861 -18.9928 -13.2171  0.71
O 0.7629 -18.3985 -13.8026  -0.50
O 2.1590 -18.7301 -12.1186  -0.28
H 1.3378 -20.9084 -13.7905  0.28
H 3.1191 -20.5747 -13.5131  0.29
H 2.1127 -19.8962 -14.9920  0.37
C -3.8312 -13.8098 -12.3107  -0.73
N -3.6109 -14.7890 -13.3760  0.95
O -3.0768 -15.8636 -13.1354  -0.51
O -4.1564 -14.5312 -14.4586  -0.55
H -4.5171 -13.0002 -12.5602  0.32
H -2.8799 -13.3836 -11.9923  0.17
H -4.1880 -14.3995 -11.4663  0.31
C -2.4906 -19.0353 -11.4263  -0.47
N -1.9141 -20.4200 -11.7556  0.96
O -1.2084 -20.4828 -12.7127  -0.52
O -2.5136 -21.3238 -11.1357  -0.58
H -3.5444 -19.1661 -11.1805  0.32
H -2.3734 -18.3387 -12.2564  0.32
H -1.9346 -18.7442 -10.5351  0.02
C 3.0976 -11.3947 -6.8732  -1.00
N 2.6682 -12.6274 -7.4043  0.86
O 2.9761 -12.9478 -8.5368  -0.45
O 1.8641 -13.1600 -6.7404  -0.47
H 2.6000 -10.9598 -6.0064  0.36
H 3.2755 -10.5692 -7.5623  0.35
H 4.1333 -11.6095 -6.6101  0.35
O -0.6205 -17.5524 -9.0900  -0.77
C -0.1995 -16.6075 -9.7543  0.40
C 0.2366 -15.2170 -9.2679  0.69
C 0.4247 -14.5399 -10.6355  0.41
C 0.5754 -15.6160 -11.6424  -0.02
O 0.0413 -16.7684 -11.0262  -0.01
H -0.4935 -14.7064 -8.6399  -0.66
H 1.1510 -15.2979 -8.6800  0.25
H -0.4234 -13.8893 -10.8487  -0.69
H 1.3135 -13.9094 -10.6115  0.53
H -0.0031 -15.3754 -12.5344  0.26
H 1.5958 -15.8038 -11.9762  -0.53
O 3.8385 -14.3952 -12.8203  -0.68
C 4.2622 -15.2559 -12.0877  0.53
C 4.9353 -15.2221 -10.8055  -0.09
C 5.7704 -16.4861 -10.7568  -0.53
C 5.0092 -17.4314 -11.6638  0.04
O 4.2365 -16.4789 -12.5530  -0.39
H 5.6233 -14.3787 -10.8640  0.32
H 4.1522 -15.0103 -10.0774  0.00
H 6.7123 -16.2422 -11.2482  0.31
H 5.8492 -16.8024 -9.7167  0.32
H 5.7517 -18.0169 -12.2060  0.29
H 4.2718 -18.0822 -11.1938  -0.07
O -2.6251 -7.3300 -10.3401  -0.61
C -1.8703 -8.2408 -10.6849  0.39
C -2.0154 -9.6772 -10.3943  -0.29
C -0.6317 -10.2460 -10.4647  0.34
C -0.1420 -9.3761 -11.6059  -0.49
O -0.7080 -8.0934 -11.3230  -0.36
H -2.5530 -9.8140 -9.4560  0.32
H -2.6557 -10.1518 -11.1379  0.16
H -0.1595 -10.1463 -9.4874  0.25
H -0.5650 -11.2412 -10.9044  -0.30
H 0.9425 -9.4242 -11.5076  0.32
H -0.3140 -9.5802 -12.6627  0.28
O -2.3797 -17.4740 -4.9602  -0.55
C -2.0798 -16.3627 -5.2248  0.13
C -1.4027 -15.8346 -6.4212  0.23
C -1.0112 -14.3868 -6.0352  -0.20
C -2.0462 -14.0146 -5.0842  -0.50
O -2.5292 -15.2346 -4.4805  -0.38
H -0.5430 -16.4694 -6.6359  0.34
H -2.1848 -15.9353 -7.1736  -0.04
H -0.0214 -14.3120 -5.5849  0.39
H -0.9624 -13.6298 -6.8179  0.20
H -1.6205 -13.3834 -4.3042  0.31
H -2.8783 -13.4761 -5.5378  0.16

=====

Entry 6:
The following is a DFT calculation (ωB97M-V with the def2-TZVPD basis set) of the ion C4H5F2N2 with charge +1.

Computed properties:
SMILES   N#C/C(F)=C(\F)C[NH3+]
Energy   -464.3044 Eh
2S+1   1
Kohn-Sham gap   0.34082 hartree
LUMO   -4.6 eV
Total charge   +1
Highest occupied orbital energy   -13.884 eV
Energy relative to the best compared isomer or geometry (same formula, charge and spin)   34.9 kJ/mol

Each line ends with the Mulliken charge.
Geometry (Å):
N -5.3105 -0.4331 -0.0053  -0.23
C -4.2531 -0.0025 0.1067  0.09
C -2.9213 0.5385 -0.0517  0.42
F -2.7368 1.7785 -0.2509  -0.21
C -1.8067 -0.3729 -0.1189  0.23
F -2.0325 -1.6310 0.2543  -0.23
C -0.4929 -0.0629 -0.7515  -0.50
N 0.6573 -0.4133 0.2645  -0.33
H -0.3735 0.9655 -0.9972  0.37
H -0.3829 -0.4787 -1.7703  0.34
H 0.8026 -1.3252 0.7327  0.34
H 0.6501 0.1384 1.0664  0.36
H 1.4867 -0.1958 -0.2434  0.36

=====

Entry 7:
The following is a DFT calculation (ωB97M-V with the def2-TZVPD basis set) of a cluster of 3 separate species, CH9N2O2 in total.

Computed properties:
Energy   -303.2558 Eh
2S+1   1
Kohn-Sham gap   0.43527 hartree
LUMO   -3.3 eV
Total charge   +1
Highest occupied orbital energy   -15.126 eV
Energy relative to the best compared isomer or geometry (same formula, charge and spin)   101.8 kJ/mol

Each line ends with the Mulliken charge.
Geometry (Å):
N -0.6383 0.3015 -0.0325  -0.25
C 0.6710 0.2349 0.1384  0.08
N 1.6048 -0.3163 -0.5989  -0.24
H -0.9649 1.2346 0.1845  0.27
H -0.9540 -0.4682 -0.6569  0.33
H 1.0506 0.7917 0.9923  0.35
H 2.5775 -0.4036 -0.3584  0.26
H 1.3161 -0.6432 -1.5136  0.23
H -0.1583 0.6173 3.5487  0.31
H -0.8823 1.8955 3.1721  0.31
O -0.2470 1.2567 2.8343  -0.61
H -1.8528 -1.3149 -2.7141  0.30
H -0.5256 -1.9525 -2.7170  0.33
O -0.9969 -1.2336 -2.2788  -0.66

=====

Entry 8:
The following is a DFT calculation (ωB97M-V with the def2-TZVPD basis set) of an isolated molecule of C4H5ClN2O.

Computed properties:
SMILES   CNNC(=O)C#CCl
Energy   -800.2376 Eh
2S+1   1
Kohn-Sham gap   0.37460 hartree
LUMO   0.4 eV
Highest occupied orbital energy   -9.746 eV
Energy relative to the best compared isomer or geometry (same formula, charge and spin)   372.7 kJ/mol

Each line ends with the Mulliken charge.
Geometry (Å):
C 1.0621 -1.3556 -0.1264  -0.61
N 1.3436 0.0196 0.4631  -0.47
N 0.7602 1.1848 -0.1270  -0.03
C -0.5402 1.6672 -0.0630  0.24
O -0.7888 2.8385 -0.1796  -0.55
C -1.5680 0.6692 0.0890  0.03
C -2.3896 -0.2116 -0.1017  0.32
Cl -3.3897 -1.5357 -0.2938  -0.14
H -0.0207 -1.7143 0.1554  0.15
H 1.1556 -1.3006 -1.1602  0.30
H 1.8481 -1.9829 0.3649  0.29
H 1.1540 -0.1410 1.4561  0.24
H 1.3732 1.8624 -0.4767  0.22

=====

Question: LUMO of number 7 (CH9N2O2)?
Answer: -3.3 eV

=====

Question: What is the energy relative to the best compared isomer or geometry (same formula, charge and spin) in the third record?
Answer: 337.0 kJ/mol